1.
The following is a quantum chemistry calculation of the molecule C2H2ClO2P, from OMol25.

The geometry in ORCA input format:
```
! RIJCOSX wB97M-V def2-TZVPD def2/J DEFGRID3
* xyz 0 1
Cl -1.7722 -1.4469 -0.4135
C -0.5408 -0.1906 0.3408
C 0.0873 0.7503 -0.6215
P 1.7673 0.6036 -0.6472
O 1.7403 -0.6027 0.4559
O 0.4374 -0.8628 1.0123
H -1.2172 0.2962 1.0485
H -0.5021 1.4529 -1.1752
*
```

Results
LUMO energy = -0.53 eV
Kohn-Sham gap = 8.998 eV
Highest occupied orbital energy = -9.526 eV

***

2.
The following is a quantum chemistry calculation of the molecule C2H2ClO2P, from OMol25.

The geometry in ORCA input format:
```
! RIJCOSX wB97M-V def2-TZVPD def2/J DEFGRID3
* xyz 0 1
C 3.8136 -1.1993 -0.2852
C -0.1484 0.1499 -0.2919
O 3.5914 -2.3540 -0.1510
O 4.2058 1.5497 -0.0246
P 3.5080 0.3773 0.5349
Cl 1.4365 0.8173 -0.7150
H -0.1726 0.2578 0.8171
H -0.0102 -0.9036 -0.7503
*
```

Results
LUMO energy (alpha / beta) = -1.84 / -1.04 eV
Kohn-Sham gap (alpha / beta) = 5.955 / 8.558 eV
Highest occupied orbital energy (alpha / beta) = -7.798 / -9.600 eV

***

Ranking the structures above by stability puts 1 first and 2 last.